No. 1
Here is a cluster of 2 separate species, C5H13N2O in total in a non-equilibrium geometry from OMol25. Energies are from ωB97M-V/def2-TZVPD.

Element x y z (Å)
C -1.526 -0.268 -0.616
N -2.387 -1.258 -0.574
C -1.382 1.024 2.331
C -0.074 -0.504 -0.485
C 0.437 -1.138 -1.778
N 0.501 0.857 -0.253
C 1.777 0.843 0.610
O 2.664 -0.022 0.210
H -2.098 -0.354 0.480
H -1.702 0.645 -1.191
H -2.100 1.153 1.501
H -0.462 1.652 2.281
H -0.966 -0.025 2.256
H -1.913 1.433 3.186
H 0.063 -0.976 0.532
H -0.295 -1.997 -2.053
H 1.515 -1.515 -1.615
H 0.340 -0.481 -2.643
H 0.669 1.215 -1.213
H 1.296 0.548 1.605
H 2.153 1.937 0.611

Values from the calculation:
HOMO in eV: -2.8
Net charge: -1
LUMO in hartree: 0.1389
Energy above the lowest of the compared OMol25 structures with the same formula, charge and spin in eV: 5.280
Total energy in eV: -10418.41895

---

No. 2
Here is a structure of composition C30H27O4SV from OMol25. Energies are from ωB97M-V/def2-TZVPD.

Element x y z (Å)
V -1.551 -1.568 0.196
O 0.914 -2.082 -0.718
C 1.638 -2.098 0.534
C 0.481 -2.089 1.552
O 0.403 -1.363 2.506
O -0.551 -2.856 1.166
C 2.473 -0.840 0.702
C 3.387 -0.768 1.749
C 4.141 0.375 1.944
C 3.997 1.459 1.089
C 3.087 1.394 0.048
C 2.320 0.252 -0.141
C 2.477 -3.362 0.623
C 3.637 -3.444 -0.146
C 4.403 -4.597 -0.142
C 4.027 -5.675 0.648
C 2.883 -5.594 1.423
C 2.104 -4.445 1.406
H 1.559 -2.030 -1.436
H 3.509 -1.612 2.417
H 4.846 0.420 2.763
H 4.591 2.352 1.237
H 2.957 2.237 -0.619
H 1.584 0.231 -0.934
H 3.955 -2.590 -0.734
H 5.300 -4.649 -0.745
H 4.630 -6.573 0.661
H 2.587 -6.429 2.043
H 1.201 -4.410 2.002
C -6.383 -3.378 -1.388
C -6.087 -1.976 -0.839
C -6.379 -0.924 -1.918
C -6.954 -1.707 0.398
C -4.672 -1.894 -0.468
C -3.498 -1.823 -0.161
H -7.438 -3.447 -1.661
H -6.169 -4.143 -0.642
H -5.782 -3.585 -2.274
H -7.434 -0.966 -2.194
H -5.780 -1.108 -2.810
H -6.155 0.078 -1.555
H -8.010 -1.760 0.126
H -6.750 -0.719 0.807
H -6.759 -2.446 1.175
C 3.125 5.869 -1.367
C 2.616 7.186 -0.844
O 3.211 8.219 -0.990
S 1.011 7.280 -0.056
C 0.430 5.601 -0.017
C -0.371 5.119 -1.049
C -0.821 3.811 -1.034
C -0.478 2.963 0.024
C 0.307 3.457 1.069
C 0.748 4.766 1.050
C -0.897 1.601 0.033
C -1.236 0.433 0.018
H 4.211 5.923 -1.381
H 2.767 5.759 -2.393
H 2.784 5.012 -0.795
H -0.631 5.772 -1.872
H -1.437 3.434 -1.839
H 0.572 2.804 1.890
H 1.353 5.145 1.864

Values from the calculation:
HOMO (alpha / beta) in eV: -8.6 / -8.8
Net charge: 0
Multiplicity: 3
LUMO (alpha / beta) in hartree: -0.0407 / -0.0168
Energy above the lowest of the compared OMol25 structures with the same formula, charge and spin in eV: 0.000
Total energy in eV: -76257.48426

---

No. 3
Here is a structure of composition C53H44BrN10O5Rb in a non-equilibrium geometry from OMol25. Energies are from ωB97M-V/def2-TZVPD.

Element x y z (Å)
Rb 1.263 -0.761 0.730
O 3.940 -2.366 -0.591
C 3.092 -2.243 -1.483
O 1.900 -2.594 -1.470
C 3.472 -1.432 -2.751
C 4.205 -1.993 -3.837
C 4.309 -1.333 -5.022
C 3.657 -0.043 -5.112
C 3.575 0.669 -6.340
C 2.924 1.874 -6.440
C 2.305 2.407 -5.264
C 2.366 1.747 -4.070
C 3.004 0.486 -3.979
N 2.935 -0.235 -2.800
H 4.579 -2.998 -3.735
H 4.724 -1.744 -5.928
H 3.995 0.236 -7.250
H 2.752 2.348 -7.399
H 1.644 3.249 -5.347
H 1.857 2.099 -3.146
Br -4.093 -3.755 1.808
C -4.822 -4.475 0.151
C -6.003 -5.187 0.241
C -6.399 -5.963 -0.831
C -5.629 -6.031 -1.959
C -4.415 -5.314 -2.113
C -3.419 -5.651 -3.069
C -2.103 -5.173 -2.894
C -1.781 -4.147 -2.052
C -2.897 -3.534 -1.275
C -4.070 -4.387 -1.048
H -6.475 -5.264 1.216
H -7.279 -6.615 -0.659
H -5.964 -6.754 -2.725
H -3.624 -6.439 -3.800
H -1.309 -5.784 -3.347
H -0.736 -4.127 -1.719
O -2.668 -1.298 -0.147
C -2.804 -2.380 -0.633
C -4.351 4.096 3.381
C -3.473 4.632 2.509
C -2.167 4.183 2.449
C -1.710 3.151 3.267
C -2.646 2.579 4.156
C -3.959 3.047 4.205
C -0.400 2.613 3.048
C 0.250 1.725 3.799
C 0.227 0.996 4.976
C 0.005 -0.408 5.122
C 0.174 -1.125 6.285
C 0.578 -0.465 7.479
C 0.786 0.900 7.360
C 0.604 1.615 6.191
H -5.351 4.474 3.343
H -3.807 5.448 1.893
H -1.528 4.580 1.713
H -2.364 1.766 4.771
H -4.654 2.635 4.917
H 0.072 3.105 2.149
H -0.320 -0.871 4.219
H -0.012 -2.185 6.298
H 0.680 -0.962 8.429
H 1.045 1.418 8.285
H 0.800 2.694 6.169
N 1.403 4.613 -1.178
N 2.132 3.764 -0.385
N 2.269 3.908 0.925
C 2.928 2.806 1.239
N 3.181 2.030 0.214
N 2.695 2.639 -0.808
H 1.889 4.799 -2.024
H 0.478 4.194 -1.329
H 3.220 2.623 2.257
N 4.016 -3.504 6.675
C 4.959 -2.731 6.017
O 6.143 -2.895 6.171
C 4.453 -1.827 4.895
C 4.819 -2.060 3.602
C 4.295 -1.241 2.608
N 3.501 -0.190 2.844
C 3.229 0.051 4.124
C 3.627 -0.741 5.163
H 4.323 -4.041 7.446
H 3.086 -3.193 6.646
H 5.435 -2.925 3.346
H 4.462 -1.490 1.548
H 2.621 0.930 4.259
H 3.222 -0.523 6.124
C -2.931 0.293 -4.210
N -1.583 0.574 -3.854
N -1.607 1.207 -2.589
C -0.675 0.518 -1.712
O -0.392 0.967 -0.594
C -0.164 -0.548 -2.489
C -0.769 -0.564 -3.689
C -0.731 -1.665 -4.675
C -1.613 2.602 -2.571
C -1.056 3.298 -3.651
C -1.040 4.685 -3.597
C -1.501 5.330 -2.422
C -1.969 4.600 -1.331
C -1.966 3.258 -1.356
H -3.428 1.269 -4.221
H -3.471 -0.380 -3.505
H -2.965 -0.121 -5.232
H 0.504 -1.378 -2.137
H 0.054 -2.435 -4.414
H -0.580 -1.279 -5.691
H -1.650 -2.277 -4.567
H -0.710 2.748 -4.522
H -0.600 5.275 -4.367
H -1.427 6.436 -2.370
H -2.249 5.135 -0.425
H -2.355 2.712 -0.507

Values from the calculation:
HOMO in eV: -0.7
Net charge: -2
LUMO in hartree: 0.1285
Energy above the lowest of the compared OMol25 structures with the same formula, charge and spin in eV: 1.160
Total energy in eV: -151508.34472